{"formula": "C27H31N7O4", "method": "the ωB97M-V functional and the def2-TZVPD basis", "species": ["N", "C", "C", "N", "H", "H", "H", "O", "H", "H", "C", "C", "C", "C", "C", "H", "C", "C", "O", "C", "H", "N", "H", "H", "C", "C", "C", "C", "H", "H", "H", "H", "H", "O", "H", "H", "H", "C", "C", "H", "C", "C", "H", "C", "C", "H", "N", "C", "N", "C", "H", "H", "H", "H", "C", "H", "H", "C", "N", "H", "H", "H", "C", "C", "O", "C", "H", "N", "H"], "xyz": [[-0.671, -1.916, -0.574], [4.722, -2.617, 2.640], [3.088, -1.257, 3.803], [-0.545, 4.978, -1.116], [0.698, 1.759, -1.075], [-2.736, 2.526, -0.546], [0.515, -3.510, 2.764], [-6.151, -0.988, -4.633], [-2.112, -1.001, 0.602], [4.601, -0.054, -0.677], [-1.402, 4.183, -0.452], [2.484, -2.472, 4.205], [-1.915, 2.021, 2.701], [-1.158, -1.341, -4.129], [-2.047, 3.166, -1.062], [0.514, 5.370, -2.916], [0.193, -3.085, 1.813], [3.444, 2.683, 0.644], [0.745, -2.449, -4.655], [0.806, 1.834, 2.855], [-1.516, 4.483, 0.595], [2.925, -3.633, 3.814], [0.720, -3.162, -1.552], [-0.558, 3.544, -4.162], [2.636, 0.749, -1.075], [3.846, 0.712, -0.448], [-1.270, 2.799, 3.631], [0.131, 2.827, 3.574], [2.359, -0.111, -1.711], [0.719, 3.437, 4.273], [-2.168, -1.342, -4.548], [1.542, 3.637, 0.338], [1.584, -2.440, 4.772], [-1.076, -3.534, -4.933], [4.774, -0.445, 2.672], [-3.021, 2.085, 2.729], [-7.663, -2.341, -2.820], [0.266, -2.867, -0.591], [4.030, -3.725, 3.093], [1.563, -4.126, 0.431], [-0.287, 4.768, -2.405], [-1.294, -1.654, 0.632], [-6.283, -3.603, -2.687], [1.757, 1.753, -0.717], [2.191, 2.805, 0.126], [1.915, 1.761, 2.873], [-1.314, 1.110, 1.914], [0.714, -3.480, 0.585], [-5.931, -1.558, -3.582], [0.027, 1.073, 1.976], [-1.094, -1.402, -2.989], [4.300, -4.768, 2.951], [0.427, 0.368, 1.204], [-7.059, -3.219, -4.221], [-0.811, -2.138, 1.813], [5.531, -2.744, 1.926], [2.747, -0.277, 4.153], [-0.815, 3.695, -3.101], [-0.435, -2.596, -4.621], [-1.780, 3.488, 4.282], [-2.339, 2.077, -2.866], [-1.275, -1.773, 2.749], [4.230, -1.376, 2.984], [-6.787, -2.799, -3.258], [-5.045, -1.307, -2.798], [-1.804, 2.906, -2.436], [3.830, 3.415, 1.349], [4.298, 1.650, 0.377], [-0.510, -0.543, -4.488]], "mulliken_charge": [-0.2510, -0.5603, -0.2166, -0.5985, 0.2870, 0.3501, 0.6841, -0.5174, 0.5413, 0.3726, -0.1906, -0.4169, -0.4734, -0.3695, -0.2456, 0.3080, -0.1770, -0.7523, -0.5619, -0.8173, 0.4287, -0.5609, 0.3419, 0.3564, -0.5246, -0.1800, -0.5413, -0.5315, 0.3865, 0.3752, 0.2640, 0.4760, 0.4892, -0.5846, 0.3730, 0.3055, 0.2900, 0.0043, -0.2367, 0.3846, -0.1910, -0.7311, 0.2862, 0.2262, -0.0383, 0.5638, 0.0041, -0.8472, 0.8286, 0.0261, 0.0671, 0.4046, 0.6246, 0.3095, -0.3888, 0.3692, 0.3989, -0.3272, 0.9719, 0.4158, 0.5238, 0.3459, -0.0054, -0.7233, -0.4676, -0.4226, 0.3753, -0.5906, 0.2808], "homo_ev": -9.4, "energy_ha": -1731.43202, "charge": 0, "smiles": "C[N+](=O)[O-].C[N+](=O)[O-].c1ccncc1.c1ccncc1.c1ccncc1.c1ccncc1.c1ccncc1", "orbital_gap_ev": 9.66}

=====

{"formula": "C27H31NO6", "method": "the ωB97M-V functional and the def2-TZVPD basis", "species": ["H", "H", "C", "O", "O", "H", "C", "C", "C", "H", "C", "C", "C", "H", "C", "C", "H", "C", "H", "H", "C", "O", "C", "C", "H", "H", "H", "C", "H", "H", "C", "H", "O", "C", "H", "O", "H", "C", "H", "H", "H", "H", "C", "H", "H", "H", "H", "N", "C", "C", "C", "H", "H", "H", "H", "C", "C", "H", "C", "O", "C", "C", "H", "C", "H"], "xyz": [[-0.783, -3.031, 3.374], [3.676, -2.332, -4.112], [-0.436, -1.023, 1.732], [1.978, -0.102, 2.173], [-2.148, 1.169, 2.159], [2.380, 3.106, -4.268], [3.035, -2.109, -3.260], [0.183, 1.405, -1.334], [-1.209, 1.102, -1.256], [-2.986, 3.092, 2.257], [-2.096, 2.100, -0.757], [1.056, 0.799, -2.272], [-4.295, 1.545, 3.019], [-1.117, -0.891, -2.104], [2.841, -3.020, -2.203], [3.163, 0.305, -5.258], [-3.425, -1.495, -1.361], [-3.046, -0.483, -1.204], [3.944, -1.710, 2.733], [2.479, 0.481, -6.099], [1.312, 0.600, 1.229], [0.155, -2.032, 1.302], [-0.865, 1.486, 1.836], [1.458, 2.503, -4.236], [3.916, 1.101, -5.247], [3.341, -3.987, -2.213], [-4.770, 1.368, 2.049], [-3.410, 1.796, -0.464], [3.657, -0.658, -5.397], [1.136, 2.295, -5.269], [-2.938, 2.171, 2.855], [-4.070, 2.595, -0.116], [-0.383, 2.602, 1.956], [3.337, 0.322, 2.378], [-1.687, 3.105, -0.594], [1.924, 1.309, 0.425], [4.966, -0.447, 3.462], [1.306, -1.485, -1.112], [3.393, -0.851, 4.194], [-2.767, -2.202, 4.685], [-3.761, -2.281, 3.218], [-4.909, 0.252, -0.369], [-3.880, 0.489, -0.646], [0.518, 2.329, -0.869], [-2.474, 2.362, 3.834], [-4.954, 2.186, 3.607], [3.845, 0.400, 1.409], [2.436, 0.249, -4.000], [-0.126, 0.346, 1.281], [1.652, 1.247, -3.499], [3.940, -0.741, 3.250], [-4.217, 0.580, 3.533], [0.606, -1.224, -0.334], [-3.096, -3.759, 3.920], [-1.823, -3.131, 1.912], [1.992, -2.697, -1.133], [2.412, -0.863, -3.161], [1.827, -3.397, -0.318], [-1.752, -0.165, -1.593], [-1.430, -1.199, 2.622], [1.550, -0.546, -2.094], [-1.661, -2.608, 2.868], [0.678, 3.079, -3.730], [-2.892, -2.707, 3.724], [3.314, 1.301, 2.880]], "mulliken_charge": [0.2704, 0.2313, -0.3708, -0.1236, 0.0450, 0.3296, -1.1378, -0.7782, 1.8216, 0.2686, -0.4896, 0.4847, -0.9683, 0.5387, -0.6716, -0.9635, 0.4107, -1.0493, 0.2728, 0.3209, 0.2292, -0.6832, -0.3393, -1.7751, 0.2958, 0.3990, 0.1652, -0.5910, 0.3522, 0.3971, -0.3641, 0.4662, -0.7113, -0.2336, 0.3437, -0.6861, 0.4166, 0.9129, 0.3002, 0.2898, 0.2597, 0.3991, -0.3283, 0.4580, 0.3790, 0.4243, 0.2796, 0.2088, 1.9053, -0.1805, -1.2167, 0.1940, 0.1657, 0.4409, 0.2797, -1.2726, -0.5183, 0.4935, -0.1344, -0.2828, 1.1638, -0.1330, 0.3846, -1.2746, 0.2795], "homo_ev": -7.3, "energy_ha": -1553.56407, "charge": 0, "orbital_gap_ev": 5.43}

=====

{"formula": "C27H31Zr", "method": "the ωB97M-V functional and the def2-TZVPD basis", "species": ["C", "H", "H", "C", "C", "H", "C", "H", "C", "C", "C", "H", "H", "C", "H", "C", "C", "H", "C", "C", "H", "C", "H", "H", "H", "H", "C", "C", "C", "C", "H", "H", "H", "H", "H", "H", "C", "H", "C", "C", "C", "C", "H", "H", "C", "C", "H", "C", "H", "H", "H", "H", "H", "C", "H", "H", "H", "Zr", "C"], "xyz": [[3.261, 3.484, 0.681], [-2.343, -0.766, -5.891], [4.984, 3.123, -0.759], [2.342, -0.476, 1.525], [-1.735, -2.860, 5.256], [3.759, 3.576, 1.651], [2.743, 0.448, -2.239], [-4.046, -1.182, -5.739], [3.908, 3.248, -0.590], [-0.658, 0.652, 0.086], [-3.051, -1.386, -5.331], [-0.896, -2.402, 5.791], [2.102, 0.930, -3.005], [-2.983, -1.098, -3.859], [-2.497, -3.112, -3.320], [2.900, 3.388, -1.608], [-1.879, -2.883, 2.740], [1.108, 3.934, 1.198], [-2.289, -0.818, 3.889], [-2.002, -2.239, 1.501], [2.524, -0.638, -2.287], [-3.212, 0.194, -3.373], [-0.640, 1.453, -0.734], [-2.805, -2.428, -5.525], [-3.273, 1.496, -1.673], [-0.388, 1.148, 1.122], [4.260, 0.829, 1.344], [-2.557, -1.831, -1.574], [-2.578, -0.495, -1.135], [1.863, 3.680, 0.446], [-2.533, 0.964, 0.402], [-2.410, -2.678, -0.924], [3.066, 3.341, -2.688], [2.940, -1.933, -0.081], [1.415, -0.914, 1.913], [-2.736, 0.887, 2.662], [3.033, 0.654, 2.078], [-1.882, -2.840, 0.619], [-2.679, -2.104, -2.944], [-2.456, -0.178, 2.662], [-2.196, -0.845, 1.460], [1.641, 3.622, -0.968], [-3.458, 0.980, -4.081], [5.173, -0.384, -0.331], [3.168, -1.029, 0.492], [4.329, -0.205, 0.348], [5.060, 1.539, 1.583], [-3.063, 0.473, -2.023], [2.702, 1.232, 2.947], [-1.641, -3.945, 2.776], [-1.494, -3.909, 5.101], [-0.078, -0.306, -0.151], [-2.355, -0.261, 4.816], [-1.978, -2.179, 3.938], [0.686, 3.817, -1.467], [-2.606, -2.797, 5.914], [3.789, 0.569, -2.594], [2.610, 1.340, -0.253], [-1.969, 0.126, 0.208]], "mulliken_charge": [-0.5655, 0.3129, 0.3050, -0.4409, -1.4122, 0.4665, -1.2736, 0.3121, -0.4050, -0.7280, -1.3958, 0.3144, 0.3591, 1.0038, 0.2429, -0.6231, -1.1008, 0.3551, -0.6923, -0.1844, 0.2739, -0.6488, 0.1974, 0.3462, 0.3414, 0.1960, -0.6110, -0.4705, 0.3052, -0.3487, 0.9650, 0.2090, 0.4221, 0.4098, 0.5280, 0.3121, -0.5885, 0.2321, -1.0130, -0.4641, -0.0199, -0.7834, 0.3589, 0.3201, -0.6150, -0.3904, 0.5408, -0.5593, 0.3291, 0.2239, 0.3408, 0.2438, 0.3799, 1.0234, 0.4557, 0.3183, 0.2297, 0.6786, 0.4812], "homo_ev": -0.2, "energy_ha": -1094.37565, "charge": -1, "orbital_gap_ev": 2.90}